The following is a quantum chemistry calculation of a single C7H9N molecule in a non-equilibrium geometry, from OMol25.

The value obtained for the total energy is -326.772614 hartree. The max |F| comes out at 1.211 eV/A. The value obtained for the energy above the lowest of the compared OMol25 structures with the same formula, charge and spin is 74.3 kcal per mole. The HOMO-LUMO gap comes out at 8.22 eV. Its lowest unoccupied orbital energy is 0.8 eV. Its SMILES is C#C/C(C)=C/C=C\N.

Each atom is followed by the atoms it is bonded to, with distances in Å.
Cartesian coordinates (Å):
1 C -0.314 -1.638 0.067  C2 1.505, H14 1.092, H15 1.086, H16 1.089
2 C -0.150 -0.370 0.860  C1 1.505, C4 1.366, C7 1.412
3 N 0.914 0.749 -1.702  C5 1.377, H9 1.008, H10 1.010
4 C -0.840 0.785 0.629  C2 1.366, C6 1.430, H11 1.087
5 C -0.452 0.915 -1.751  N3 1.377, C6 1.361, H12 1.084
6 C -1.274 1.135 -0.688  C4 1.430, C5 1.361, H13 1.084
7 C 0.704 -0.461 1.982  C2 1.412, C8 1.205
8 C 1.551 -0.491 2.838  C7 1.205, H17 1.057
9 H 1.447 0.902 -2.544  N3 1.008
10 H 1.327 0.831 -0.784  N3 1.010
11 H -0.966 1.514 1.425  C4 1.087
12 H -0.838 1.008 -2.760  C5 1.084
13 H -2.261 1.557 -0.841  C6 1.084
14 H -0.594 -2.458 0.733  C1 1.092
15 H -1.091 -1.516 -0.682  C1 1.086
16 H 0.612 -1.922 -0.430  C1 1.089
17 H 2.227 -0.540 3.649  C8 1.057

---

The following is a quantum chemistry calculation of 3 unconnected molecules or ions with the total composition C2H12NO2S in a non-equilibrium geometry, from OMol25.

The value obtained for the total energy is -686.551086 hartree. The max |F| comes out at 2.710 eV/A. The net charge is +1. The value obtained for the energy above the lowest of the compared OMol25 structures with the same formula, charge and spin is 28.1 kcal per mole. The HOMO-LUMO gap comes out at 9.68 eV. Its lowest unoccupied orbital energy is -3.3 eV.

Each atom is followed by the atoms it is bonded to, with distances in Å.
Cartesian coordinates (Å):
1 C -0.060 0.668 -0.549  C2 1.515, N4 1.502, H5 1.079, H6 1.105
2 C -0.354 1.615 0.596  C1 1.515, S3 1.907, H7 1.104, H8 1.105
3 S -2.160 1.511 1.198  C2 1.907, H9 1.363
4 N 0.263 -0.652 0.091  C1 1.502, H10 1.023, H11 1.028, H12 1.049
5 H 0.607 1.037 -1.312  C1 1.079
6 H -0.972 0.500 -1.150  C1 1.105
7 H -0.037 2.660 0.433  C2 1.104
8 H 0.276 1.393 1.476  C2 1.105
9 H -2.654 1.190 -0.031  S3 1.363
10 H 1.164 -0.675 0.575  N4 1.023
11 H 0.310 -1.313 -0.695  N4 1.028
12 H -0.344 -1.072 0.837  N4 1.049
13 H 2.419 -2.406 0.934  O15 0.986
14 H 2.699 -2.069 2.307  O15 0.997
15 O 1.967 -1.903 1.651  H13 0.986, H14 0.997
16 H 0.920 -2.059 -4.075  O18 0.958
17 H 2.307 -1.190 -4.005  O18 0.955
18 O 1.669 -1.749 -3.565  H16 0.958, H17 0.955

---

The following is a quantum chemistry calculation of a single C4H7NO molecule, from OMol25.

The value obtained for the total energy is -286.561004 hartree. The max |F| comes out at 0.446 eV/A. The value obtained for the energy above the lowest of the compared OMol25 structures with the same formula, charge and spin is 44.3 kcal per mole. The HOMO-LUMO gap comes out at 10.98 eV. Its lowest unoccupied orbital energy is 0.9 eV. Its SMILES is C[C@@]1(C=O)CN1.

Each atom is followed by the atoms it is bonded to, with distances in Å.
Cartesian coordinates (Å):
1 C -1.105 -0.985 0.517  C2 1.510, H7 1.096, H8 1.093, H9 1.096
2 C -0.125 0.044 0.007  C1 1.510, C3 1.491, N4 1.446, C5 1.499
3 C 0.638 -0.020 -1.271  C2 1.491, N4 1.459, H10 1.090, H11 1.085
4 N -0.438 0.947 -1.078  C2 1.446, C3 1.459, H12 1.021
5 C 0.765 0.649 1.050  C2 1.499, O6 1.210, H13 1.106
6 O 1.148 1.796 1.004  C5 1.210
7 H -1.829 -0.535 1.207  C1 1.096
8 H -1.660 -1.470 -0.289  C1 1.093
9 H -0.555 -1.754 1.072  C1 1.096
10 H 1.688 0.259 -1.186  C3 1.090
11 H 0.443 -0.767 -2.033  C3 1.085
12 H -0.076 1.873 -0.848  N4 1.021
13 H 1.105 -0.037 1.848  C5 1.106